Below is a molecular structure, C16H20N2O2S in a non-equilibrium geometry, with properties calculated with ωB97M-V/def2-TZVPD.

Structure (XYZ):
```
41
C16H20N2O2S ωB97M-V/def2-TZVPD
S -1.313 -2.509 -0.595
O -2.163 1.977 2.004
O -1.284 -1.115 -3.914
N -1.496 0.617 -2.267
N -0.362 0.829 2.504
C 1.596 1.456 -2.363
C -1.313 0.950 1.723
C 0.327 2.164 -2.527
C 0.045 -1.564 1.400
C 1.415 0.219 -1.323
C 0.377 -0.438 2.429
C 2.072 -2.805 2.065
C 1.601 -0.808 3.030
C -1.845 -0.175 0.775
C 0.110 1.523 3.401
C -0.976 -1.010 0.544
C 0.766 -2.717 1.401
C -0.627 1.714 -3.188
C 2.216 -1.923 3.066
C -2.436 -1.591 -1.822
C -1.881 -0.589 -2.651
H 1.084 0.375 -0.205
H 2.800 -3.856 1.836
H 2.121 1.111 -3.288
H -3.318 -1.232 -1.277
H -2.604 0.147 0.273
H -0.068 2.301 -1.419
H 2.163 2.052 -1.738
H 0.097 1.172 4.440
H 1.005 2.095 3.249
H 0.449 -3.392 0.611
H 0.583 3.204 -2.939
H -1.782 0.793 -1.453
H 0.659 -0.447 -1.741
H 2.472 -0.299 -1.140
H -0.344 1.061 -3.964
H 3.162 -2.037 3.552
H -2.989 -2.337 -2.441
H -1.456 2.395 -3.464
H 1.854 0.181 3.926
H -0.719 2.506 3.490
```

Properties
total energy: -34813.60540 eV
energy above the lowest of the compared OMol25 structures with the same formula, charge and spin: 15.1812 eV
strongest force on any atom: 16.13 eV/A
HOMO: -0.3231 Ha
HOMO-LUMO gap: 0.3091 Ha
LUMO energy: -0.38 eV